Arrangement P

17
Properties=species:S:1:pos:R:3:mulliken_spin:R:1 method="wB97M-V/def2-TZVPD" spin_multiplicity=2 s2=0.75
C -2.571 -0.815 -0.221 0.254
O -1.444 -1.175 -1.006 -0.003
H -1.662 -0.953 -1.916 -0.002
H -2.481 -1.470 0.665 -0.013
H -3.506 -1.056 -0.736 0.017
H -2.587 0.262 -0.040 -0.050
C 1.965 0.611 0.564 0.390
C 1.006 1.392 1.481 0.019
N 1.274 0.021 -0.675 1.277
H 2.792 1.273 0.283 0.026
H 2.415 -0.216 1.111 -0.024
H 1.303 1.284 2.523 -0.015
H -0.055 1.140 1.461 -0.010
H 2.016 -0.179 -1.395 -0.617
H 0.781 -0.859 -0.428 -0.039
H 0.469 0.556 -1.102 -0.139
H 1.126 2.462 1.251 -0.072

Arrangement Q

17
Properties=species:S:1:pos:R:3:mulliken_spin:R:1 method="wB97M-V/def2-TZVPD" spin_multiplicity=2 s2=0.75
C 0.423 -1.480 1.113 0.424
C -0.466 -0.330 0.792 0.581
N -0.522 0.031 -0.674 0.219
C -1.572 0.995 -0.991 0.739
H 1.427 -1.468 0.708 -0.086
H 0.677 -1.324 2.205 -0.018
H -0.049 -2.455 1.010 -0.098
H -1.527 -0.461 1.156 -0.100
H 0.020 0.592 1.259 -0.200
H -0.668 -0.900 -1.127 -0.558
H 0.347 0.277 -1.139 0.149
H -1.631 2.005 -0.579 0.033
H -2.517 0.608 -0.593 -0.106
H -1.681 1.183 -2.070 -0.155
H 3.130 0.616 0.096 -0.039
H 2.209 1.530 -0.669 -0.023
O 2.400 0.580 -0.500 0.238

Order of stability, best first: arrangement P, arrangement Q

Arrangement P

186
Properties=species:S:1:pos:R:3:mulliken_charge:R:1 method="wB97M-V/def2-TZVPD" smiles="CN(C)P(=O)(N(C)C)N(C)C.CN(C)P(=O)(N(C)C)N(C)C.CN(C)P(=O)(N(C)C)N(C)C.CN(C)P(=O)(N(C)C)N(C)C.CN(C)P(=O)(N(C)C)N(C)C.CN(C)P(=O)(N(C)C)N(C)C.CC#N.CC#N"
O 4.981 -4.605 -0.943 -1.004
P 5.135 -5.552 0.178 0.268
N 5.510 -7.075 -0.342 0.265
C 5.501 -8.232 0.538 -0.986
C 6.022 -7.236 -1.700 -0.999
N 3.766 -5.608 1.098 0.593
C 2.501 -5.133 0.568 -1.310
C 3.699 -6.160 2.444 -1.049
N 6.329 -5.175 1.263 0.329
C 6.231 -3.869 1.904 -0.935
C 7.673 -5.714 1.095 -0.908
H 4.475 -8.502 0.804 0.249
H 6.054 -8.046 1.464 0.325
H 5.961 -9.077 0.032 0.372
H 7.074 -6.945 -1.789 0.256
H 5.470 -6.578 -2.373 0.305
H 5.858 -8.247 -2.067 0.425
H 1.895 -4.721 1.377 0.506
H 2.680 -4.358 -0.171 0.267
H 1.943 -5.932 0.063 0.305
H 3.739 -5.346 3.184 0.264
H 2.755 -6.681 2.604 0.433
H 4.536 -6.810 2.682 0.311
H 6.995 -3.755 2.673 0.463
H 6.353 -3.042 1.196 0.449
H 5.247 -3.786 2.367 -0.070
H 8.024 -5.648 0.059 0.274
H 7.666 -6.776 1.345 0.255
H 8.376 -5.196 1.739 0.373
O 3.268 1.948 1.832 -1.035
P 2.815 1.083 0.727 -0.127
N 3.329 1.484 -0.798 0.947
C 2.693 2.585 -1.503 -0.884
C 4.697 1.223 -1.197 -1.041
N 1.168 1.109 0.634 1.071
C 0.349 0.192 -0.144 -1.463
C 0.443 2.183 1.309 -0.960
N 3.247 -0.507 0.844 0.929
C 3.976 -0.966 2.026 -0.147
C 2.959 -1.488 -0.181 -1.061
H 3.194 3.541 -1.298 0.238
H 1.642 2.691 -1.257 -0.232
H 2.787 2.430 -2.582 0.451
H 5.343 2.090 -1.007 0.246
H 4.722 0.963 -2.258 0.256
H 5.088 0.384 -0.624 0.263
H 0.681 0.121 -1.188 0.304
H 0.350 -0.799 0.300 -0.269
H -0.679 0.547 -0.173 0.873
H -0.478 2.398 0.756 0.135
H 0.123 1.825 2.293 0.217
H 0.969 3.132 1.363 0.340
H 3.318 -0.838 2.897 0.227
H 4.156 -2.032 1.939 -0.106
H 4.866 -0.368 2.208 -0.207
H 2.102 -2.119 0.070 0.015
H 3.838 -2.124 -0.343 0.609
H 2.791 -1.014 -1.148 0.346
O -6.196 1.932 -1.453 -0.946
P -5.547 2.820 -2.428 0.209
N -3.889 2.765 -2.495 0.988
C -3.275 1.635 -3.192 -1.147
C -3.166 3.358 -1.379 -0.458
N -5.904 4.410 -2.151 0.227
C -5.396 5.510 -2.923 -0.902
C -6.655 4.721 -0.934 -1.124
N -5.985 2.412 -3.978 0.388
C -5.415 3.038 -5.161 -0.769
C -7.288 1.795 -4.154 -1.039
H -2.288 1.471 -2.751 0.319
H -3.078 1.818 -4.251 0.283
H -3.842 0.715 -3.060 0.239
H -3.192 4.451 -1.440 -0.225
H -2.131 3.038 -1.453 -0.061
H -3.603 3.096 -0.410 0.475
H -4.696 5.156 -3.675 -0.003
H -6.224 6.064 -3.381 0.367
H -4.859 6.235 -2.295 0.473
H -7.528 4.078 -0.868 0.307
H -6.034 4.658 -0.037 0.268
H -7.027 5.746 -1.004 0.441
H -5.965 3.934 -5.458 0.300
H -4.366 3.272 -4.979 0.044
H -5.360 2.304 -5.970 0.401
H -8.114 2.392 -3.744 0.305
H -7.322 0.810 -3.691 0.239
H -7.510 1.716 -5.219 0.407
O 1.168 4.995 -2.925 -0.893
P 0.194 6.091 -2.832 0.187
N -1.020 5.993 -3.950 0.358
C -2.012 7.013 -4.241 -1.071
C -1.459 4.639 -4.267 -0.416
N 0.763 7.629 -3.051 0.320
C 1.772 8.053 -2.074 -0.974
C 1.037 8.065 -4.414 -1.088
N -0.490 6.131 -1.323 0.764
C -0.274 5.039 -0.390 -0.938
C -1.557 7.047 -0.996 -1.103
H -2.897 6.867 -3.618 -0.001
H -2.204 7.011 -5.316 0.397
H -1.624 8.006 -4.010 0.514
H -1.052 3.944 -3.533 0.080
H -1.147 4.355 -5.276 0.323
H -2.548 4.545 -4.226 -0.103
H 2.174 9.016 -2.392 0.447
H 1.283 8.316 -1.132 0.245
H 2.549 7.299 -1.951 0.287
H 1.272 9.131 -4.421 0.397
H 1.927 7.570 -4.832 0.316
H 0.208 7.882 -5.087 0.384
H -0.012 4.104 -0.870 -0.226
H 0.439 5.349 0.387 0.432
H -1.161 4.863 0.231 0.520
H -1.473 7.969 -1.575 0.353
H -1.510 7.294 0.065 0.491
H -2.558 6.660 -1.238 0.033
O -2.671 -0.831 6.328 -0.878
P -2.264 -1.163 4.954 0.105
N -2.923 -2.540 4.293 0.467
C -2.660 -3.794 4.973 -1.119
C -4.305 -2.486 3.847 -1.227
N -0.631 -1.437 4.836 0.637
C -0.006 -1.932 3.621 -0.515
C 0.277 -0.971 5.874 -1.081
N -2.656 0.007 3.846 0.548
C -2.643 1.389 4.286 -0.949
C -2.589 -0.175 2.414 -0.284
H -2.821 -4.629 4.292 0.307
H -3.183 -3.906 5.929 0.339
H -1.603 -3.802 5.260 0.296
H -4.475 -3.316 3.149 0.259
H -4.574 -1.543 3.389 0.409
H -4.994 -2.711 4.674 0.358
H 0.777 -2.639 3.910 0.646
H -0.699 -2.589 3.087 -0.315
H 0.312 -1.156 2.923 -0.007
H 0.391 0.119 5.843 0.336
H -0.093 -1.220 6.869 0.277
H 1.261 -1.418 5.746 0.362
H -3.577 1.900 4.037 0.312
H -2.467 1.484 5.355 0.376
H -1.811 1.923 3.805 0.221
H -1.576 -0.220 2.002 -0.132
H -3.168 0.594 1.899 0.727
H -3.029 -1.138 2.156 -0.524
O -1.535 -2.165 0.089 0.359
P -2.274 -3.196 -0.655 -1.433
N -1.713 -3.494 -2.171 0.767
C -2.537 -3.611 -3.367 -0.888
C -0.264 -3.464 -2.361 -1.141
N -3.889 -2.876 -0.903 0.378
C -4.208 -1.537 -1.408 -1.212
C -4.909 -3.435 -0.028 -1.231
N -2.250 -4.659 0.102 0.905
C -2.256 -5.890 -0.649 -1.141
C -2.268 -4.787 1.546 -0.881
H -1.904 -3.973 -4.177 0.367
H -2.980 -2.663 -3.673 0.154
H -3.334 -4.342 -3.231 0.321
H 0.098 -2.451 -2.555 0.287
H 0.032 -4.123 -3.178 0.432
H 0.246 -3.839 -1.471 0.245
H -4.282 -1.522 -2.497 0.210
H -5.070 -1.106 -0.902 0.617
H -3.390 -0.837 -1.184 0.077
H -4.913 -2.975 0.967 0.300
H -5.877 -3.251 -0.493 0.538
H -4.769 -4.504 0.121 0.317
H -1.300 -6.086 -1.147 0.194
H -2.458 -6.748 -0.007 0.490
H -3.034 -5.915 -1.419 0.304
H -3.180 -5.313 1.860 0.497
H -2.308 -3.806 2.022 -0.293
H -1.402 -5.332 1.932 0.411
C 6.269 3.054 2.015 -0.682
C 6.751 1.703 1.753 0.473
N 7.094 0.626 1.547 -0.497
H 5.475 3.283 1.304 0.108
H 7.103 3.748 1.963 0.379
H 5.769 3.078 2.982 0.241
C 6.053 -0.384 5.254 -0.615
C 4.748 0.140 5.578 0.515
N 3.685 0.499 5.815 -0.435
H 6.003 -0.903 4.293 0.009
H 6.380 -1.176 5.930 0.323
H 6.861 0.341 5.212 0.275

Arrangement Q

186
Properties=species:S:1:pos:R:3:mulliken_charge:R:1 method="wB97M-V/def2-TZVPD" smiles="CN(C)P(=O)(N(C)C)N(C)C.CN(C)P(=O)(N(C)C)N(C)C.CN(C)P(=O)(N(C)C)N(C)C.CN(C)P(=O)(N(C)C)N(C)C.CN(C)P(=O)(N(C)C)N(C)C.CN(C)P(=O)(N(C)C)N(C)C.CC#N.CC#N"
O -0.288 -3.404 1.844 -0.686
P -0.605 -4.837 1.771 0.036
N -2.099 -5.271 2.250 0.363
C -3.267 -5.223 1.323 -1.281
C -2.465 -5.209 3.684 -1.255
N 0.382 -5.774 2.716 0.539
C 0.041 -7.109 3.212 -1.215
C 1.784 -5.443 2.699 -0.960
N -0.456 -5.407 0.223 1.044
C 0.215 -4.629 -0.810 -1.097
C -0.712 -6.764 -0.076 -1.277
H -3.206 -4.436 0.565 0.302
H -4.214 -5.105 1.824 0.473
H -3.246 -6.159 0.744 0.302
H -1.618 -5.521 4.291 0.480
H -3.277 -5.924 3.815 0.421
H -2.834 -4.226 3.985 0.224
H 0.207 -7.914 2.483 0.239
H 0.605 -7.330 4.125 0.351
H -1.006 -7.155 3.521 0.493
H 2.290 -5.973 3.493 0.406
H 2.235 -5.658 1.714 0.188
H 1.881 -4.357 2.783 0.157
H -0.258 -4.814 -1.771 0.538
H 0.256 -3.572 -0.551 -0.071
H 1.288 -4.907 -0.864 0.289
H -1.192 -6.948 -1.046 0.274
H -1.366 -7.194 0.690 0.406
H 0.194 -7.402 -0.081 0.250
O 3.068 -1.155 6.520 -1.003
P 1.635 -1.401 6.702 0.148
N 1.192 -2.955 7.063 0.422
C 1.093 -3.907 5.990 -0.790
C 1.676 -3.540 8.307 -1.060
N 0.804 -1.031 5.316 0.838
C -0.642 -0.976 5.190 -1.022
C 1.502 -1.094 4.024 -0.780
N 0.999 -0.519 7.950 0.475
C -0.302 -0.793 8.568 -1.122
C 1.860 0.399 8.714 -1.057
H 0.802 -4.883 6.389 0.497
H 2.070 -4.119 5.513 0.296
H 0.396 -3.603 5.212 -0.089
H 1.057 -4.412 8.516 0.356
H 1.587 -2.845 9.142 0.318
H 2.737 -3.817 8.232 0.322
H -1.090 -1.697 5.883 0.296
H -1.033 0.012 5.443 0.090
H -0.938 -1.309 4.199 0.342
H 2.576 -1.125 4.209 0.481
H 1.254 -2.005 3.463 0.153
H 1.229 -0.195 3.467 -0.059
H -0.875 -1.484 7.971 0.317
H -0.144 -1.230 9.567 0.351
H -0.884 0.131 8.654 0.326
H 2.030 -0.014 9.720 0.285
H 1.382 1.378 8.792 0.269
H 2.808 0.505 8.196 0.340
O 2.776 1.364 -6.582 -0.942
P 3.807 1.737 -5.591 0.439
N 3.379 2.070 -4.042 0.620
C 2.277 3.019 -3.955 -1.350
C 3.367 1.050 -2.993 -1.042
N 4.559 3.160 -6.031 0.221
C 4.954 4.238 -5.071 -0.864
C 5.029 3.297 -7.417 -1.195
N 5.038 0.634 -5.458 0.347
C 6.232 0.956 -4.719 -0.931
C 5.091 -0.468 -6.410 -0.937
H 2.063 3.518 -4.907 0.555
H 2.472 3.812 -3.224 0.322
H 1.333 2.512 -3.709 0.004
H 2.604 0.296 -3.186 0.232
H 3.131 1.589 -2.080 0.386
H 4.368 0.635 -2.968 0.304
H 5.505 3.835 -4.211 0.300
H 5.633 4.944 -5.552 0.386
H 4.082 4.816 -4.735 0.202
H 4.757 2.408 -7.998 0.324
H 4.512 4.109 -7.958 0.342
H 6.113 3.457 -7.446 0.391
H 6.057 1.262 -3.685 0.265
H 6.950 0.144 -4.803 0.369
H 6.753 1.827 -5.178 0.176
H 4.087 -0.833 -6.606 0.298
H 5.729 -1.275 -6.047 0.323
H 5.517 -0.149 -7.379 0.320
O -5.061 -2.779 -0.309 -0.936
P -4.226 -2.529 -1.489 0.074
N -2.642 -2.116 -1.279 1.121
C -1.716 -1.990 -2.352 -0.495
C -2.292 -1.536 -0.004 -0.681
N -4.826 -1.292 -2.439 0.447
C -4.952 -1.381 -3.911 -0.817
C -5.168 -0.068 -1.787 -1.059
N -4.107 -3.818 -2.526 0.273
C -3.034 -4.795 -2.286 -0.131
C -5.345 -4.532 -2.795 -1.284
H -1.812 -2.795 -3.073 0.581
H -0.682 -1.931 -2.009 -0.074
H -1.864 -1.017 -2.849 -0.325
H -2.972 -1.951 0.753 0.361
H -2.267 -0.450 0.120 0.153
H -1.364 -2.011 0.330 -0.239
H -5.397 -2.334 -4.205 0.287
H -5.646 -0.616 -4.257 0.386
H -3.995 -1.272 -4.439 0.179
H -5.794 -0.242 -0.900 0.324
H -4.294 0.523 -1.498 0.123
H -5.856 0.487 -2.427 0.500
H -3.327 -5.516 -1.521 0.455
H -2.803 -5.250 -3.259 0.295
H -2.098 -4.320 -2.014 -0.713
H -6.162 -3.871 -3.086 0.453
H -5.692 -5.058 -1.886 0.333
H -5.199 -5.283 -3.570 0.358
O -0.227 6.391 3.008 -0.852
P -0.149 4.925 3.042 0.258
N 0.542 4.290 1.693 0.643
C 0.724 2.874 1.562 -0.852
C 1.557 5.087 1.015 -1.052
N -1.565 4.121 3.119 0.465
C -2.197 3.619 1.914 -1.065
C -2.433 4.249 4.289 -1.226
N 0.674 4.405 4.374 0.260
C 2.019 4.938 4.548 -0.961
C 0.508 3.099 4.957 -0.852
H 0.271 2.362 2.418 0.320
H 1.782 2.553 1.588 0.114
H 0.352 2.484 0.606 0.015
H 1.303 6.135 1.154 0.407
H 1.612 4.785 -0.036 0.179
H 2.566 4.874 1.408 0.304
H -3.263 3.420 2.000 0.415
H -2.028 4.218 1.016 0.298
H -1.766 2.630 1.661 0.155
H -1.855 4.781 5.051 0.381
H -3.301 4.866 4.066 0.402
H -2.687 3.251 4.640 0.364
H 2.726 4.440 3.845 0.250
H 2.047 5.997 4.301 0.303
H 2.404 4.708 5.539 0.338
H -0.495 2.709 4.823 0.144
H 0.735 3.155 6.025 0.485
H 1.252 2.391 4.547 0.300
O -2.864 5.144 -5.857 -0.923
P -2.615 4.074 -4.902 0.224
N -1.834 2.775 -5.548 0.306
C -0.844 3.079 -6.507 -1.307
C -1.745 1.515 -4.873 -0.786
N -3.925 3.395 -4.179 0.592
C -4.594 4.162 -3.117 -1.036
C -4.830 2.607 -4.986 -0.910
N -1.706 4.606 -3.632 0.776
C -1.096 5.887 -3.693 -1.115
C -1.429 3.880 -2.431 -0.592
H -1.259 3.177 -7.521 0.245
H -0.050 2.335 -6.555 0.658
H -0.417 4.078 -6.337 0.260
H -0.884 1.457 -4.188 0.249
H -1.685 0.657 -5.553 0.595
H -2.649 1.343 -4.283 0.016
H -3.863 4.792 -2.617 0.308
H -5.370 4.825 -3.540 0.304
H -5.087 3.481 -2.416 0.205
H -5.308 1.840 -4.372 0.051
H -5.626 3.240 -5.402 0.327
H -4.266 2.117 -5.778 0.375
H -0.013 5.781 -3.510 0.255
H -1.217 6.332 -4.674 0.341
H -1.461 6.578 -2.921 0.280
H -1.470 4.512 -1.540 0.778
H -0.409 3.458 -2.484 -0.449
H -2.067 3.000 -2.342 0.045
C 1.577 -0.726 -0.031 0.553
C 0.866 0.099 -0.980 0.244
N 0.316 0.799 -1.673 -0.124
H 1.636 -0.258 0.950 -0.159
H 2.590 -0.908 -0.390 0.472
H 1.095 -1.692 0.148 -0.717
C 6.561 0.497 0.873 -1.038
C 5.206 0.982 0.720 0.447
N 4.116 1.347 0.580 -0.287
H 6.769 -0.281 0.145 0.277
H 6.732 0.105 1.880 0.321
H 7.315 1.283 0.804 0.311

Order of stability, best first: arrangement P, arrangement Q